{
  "formula": "C26H21Cl3N7O2RbSSi",
  "method": "ωB97M-V/def2-TZVPD",
  "symbols": ["Rb", "N", "C", "S", "N", "N", "C", "C", "C", "C", "C", "C", "C", "C", "C", "C", "C", "C", "N", "H", "H", "H", "H", "H", "H", "H", "H", "H", "H", "H", "O", "C", "O", "C", "C", "C", "C", "C", "C", "C", "C", "C", "N", "H", "H", "H", "H", "H", "H", "N", "C", "C", "C", "N", "H", "H", "H", "H", "Cl", "Si", "Cl", "Cl"],
  "coordinates": [[-2.55757, -1.00111, 1.95028], [-3.64561, 2.13808, -2.85224], [-2.64157, 1.60991, -2.02848], [-1.74264, 2.72493, -1.07557], [-2.45595, 0.33495, -2.17320], [-1.58170, -0.25884, -1.29170], [-0.55028, -0.81658, -1.80044], [-0.11608, -0.64583, -3.21439], [-0.02036, 0.63438, -3.75977], [0.41375, 0.80608, -5.06395], [0.75105, -0.29352, -5.84323], [0.65242, -1.56949, -5.30898], [0.22502, -1.74141, -3.99946], [0.30879, -1.61840, -0.88873], [1.67364, -1.77345, -1.12704], [2.44075, -2.46024, -0.20291], [1.83114, -2.98215, 0.92774], [0.46345, -2.79299, 1.06845], [-0.28226, -2.14096, 0.18656], [-3.98580, 3.01862, -2.49897], [-4.37040, 1.46401, -3.05582], [-0.29802, 1.48701, -3.15133], [0.47970, 1.80570, -5.47535], [1.08570, -0.15514, -6.86429], [0.90708, -2.43335, -5.91064], [0.15266, -2.73784, -3.57974], [2.12721, -1.32325, -2.00067], [3.50920, -2.56131, -0.35446], [2.39166, -3.50075, 1.69313], [-0.05297, -3.15552, 1.95001], [0.73385, -0.62241, 5.48498], [0.36999, -0.78873, 4.31272], [-0.66962, -1.30662, 3.85279], [1.38099, -0.32407, 3.25181], [2.76249, -0.60401, 3.44987], [3.65575, -0.26201, 2.48639], [3.20236, 0.40461, 1.31933], [4.05411, 0.78239, 0.25660], [3.55055, 1.43199, -0.83693], [2.17470, 1.73860, -0.90917], [1.32535, 1.37775, 0.09978], [1.82444, 0.69119, 1.23005], [0.93740, 0.30372, 2.19356], [3.05028, -1.08868, 4.37208], [4.71326, -0.48595, 2.59152], [5.11110, 0.54862, 0.32576], [4.20730, 1.71501, -1.65080], [1.77447, 2.25276, -1.77370], [0.26291, 1.59304, 0.02443], [-1.31271, 2.15717, 2.67351], [-0.95691, 3.44694, 2.74178], [-2.06681, 4.14679, 3.16053], [-3.05349, 3.15956, 3.31799], [-2.58775, 1.95627, 3.02179], [-0.69657, 1.37562, 2.43820], [0.03629, 3.76142, 2.47396], [-2.15472, 5.20788, 3.30952], [-4.08148, 3.27153, 3.62225], [-7.05137, -3.16385, 3.28475], [-5.13509, -3.36430, 2.24412], [-5.91633, -4.06027, 0.32437], [-4.55674, -5.31348, 3.05134]],
  "nbo_charge": [0.907, -0.842, 0.251, -0.530, -0.456, -0.182, 0.114, 0.020, -0.207, -0.213, -0.232, -0.235, -0.215, 0.181, -0.259, -0.175, -0.278, 0.054, -0.433, 0.378, 0.368, 0.253, 0.203, 0.195, 0.198, 0.212, 0.226, 0.204, 0.215, 0.213, -0.727, 0.733, -0.795, 0.161, -0.249, -0.176, -0.051, -0.234, -0.228, -0.213, -0.234, 0.220, -0.488, 0.234, 0.194, 0.195, 0.200, 0.224, 0.276, -0.333, -0.037, -0.368, -0.061, -0.290, 0.449, 0.214, 0.210, 0.194, -0.548, 0.683, -0.543, -0.544],
  "e_homo_ev": -2.5644,
  "orbital_gap_ev": 6.43,
  "charge": -2,
  "e_lumo_ev": 3.866
}